(1)
This record from the Open Molecules 2025 dataset describes a molecular structure, C19H19NO4S2 at a distorted geometry. The level of theory is ωB97M-V with the def2-TZVPD basis set.

```
45
Properties=species:S:1:pos:R:3
C -2.768 -3.672 1.216
H -1.908 -4.391 0.804
H -3.346 -3.389 0.284
H -3.324 -4.139 1.929
C -2.150 -2.532 1.420
C -1.350 -1.913 0.533
C -1.831 -1.084 -0.338
C -0.935 -0.502 -1.647
C 0.340 -0.944 -1.689
C 0.896 -1.897 -0.639
C -0.034 -2.066 0.412
H 0.294 -2.851 1.041
H 1.892 -2.403 -0.790
H 1.064 -0.546 -2.349
H -1.331 0.140 -2.384
S -3.469 -0.281 -0.386
O -3.568 0.234 -1.725
O -4.427 -1.253 -0.005
C -3.201 1.203 0.706
C -2.181 1.984 0.554
C -2.093 3.076 -0.397
C -0.791 3.485 -0.214
C -0.029 2.521 0.386
C 1.350 2.298 0.774
O 2.226 3.272 0.068
N 1.820 1.111 1.216
H 1.042 0.193 1.343
C 3.148 0.926 1.512
C 3.608 -0.299 0.738
C 4.155 -1.556 1.001
C 4.619 -2.110 -0.245
C 4.499 -1.515 -1.461
S 3.902 0.116 -1.042
H 4.801 -1.899 -2.348
H 4.962 -3.290 -0.147
H 4.142 -1.723 1.962
H 3.200 0.412 2.405
H 3.662 1.726 1.719
O -0.943 1.560 0.837
H -0.323 4.347 -0.765
H -2.774 3.550 -0.587
H -4.383 1.708 0.937
H -3.302 0.564 1.765
H -1.624 -2.666 2.497
H -3.077 -1.589 1.735
```

As for the lowest unoccupied orbital energy: -0.57 eV. For the energy above the lowest of the compared OMol25 structures with the same formula, charge and spin, the calculation gives 14.927 eV. Its spin multiplicity is 1.



(2)
This record from the Open Molecules 2025 dataset describes a gas-phase ion, C19H19O (charge +1) at a distorted geometry. The level of theory is ωB97M-V with the def2-TZVPD basis set.

```
39
Properties=species:S:1:pos:R:3
C -3.869 -1.016 -3.183
O -2.898 -1.282 -2.126
C -2.485 -0.301 -1.222
C -2.296 -1.023 0.142
C -2.780 -0.454 1.329
C -2.452 -1.054 2.547
C -1.691 -2.202 2.600
C -1.198 -2.772 3.892
C -1.447 -2.887 1.410
C -1.768 -2.320 0.184
H -3.598 -1.748 -3.948
H -4.907 -1.232 -2.865
H -3.771 0.017 -3.567
H -3.238 0.506 -1.158
H -3.262 0.537 1.327
H -2.688 -0.572 3.490
H -0.648 -3.706 3.686
H -0.523 -2.108 4.463
H -2.094 -2.976 4.507
H -0.893 -3.841 1.436
H -1.457 -2.821 -0.776
C -1.239 3.034 -1.159
C -1.140 1.760 -0.635
C -1.292 0.712 -1.694
C -1.398 1.591 -2.954
C -1.336 2.987 -2.612
C -1.463 4.134 -3.412
C -1.776 4.126 -4.747
C -1.803 3.055 -5.621
C -1.559 1.717 -5.422
C -1.421 1.009 -4.209
H -1.220 3.986 -0.615
H -0.990 1.499 0.413
H -0.565 -0.185 -1.782
H -1.387 5.080 -2.871
H -1.968 5.094 -5.184
H -2.027 3.327 -6.664
H -1.545 1.060 -6.300
H -1.330 -0.086 -4.227
```

As for the lowest unoccupied orbital energy: -5.02 eV. For the energy above the lowest of the compared OMol25 structures with the same formula, charge and spin, the calculation gives 0.130 eV. Its total charge is +1. Its spin multiplicity is 1.



(3)
This record from the Open Molecules 2025 dataset describes a molecular structure, C19H20AsBaN6O6PS2 at a distorted geometry. The level of theory is ωB97M-V with the def2-TZVPD basis set.

```
56
Properties=species:S:1:pos:R:3
Ba -0.042 -0.900 0.429
C 1.170 5.480 1.882
N 1.263 4.338 0.980
C 2.171 4.223 -0.043
C 1.924 3.017 -0.643
N 0.872 2.410 -0.010
C 0.495 3.214 0.944
P -0.907 2.940 2.097
C -2.127 2.193 0.979
N -1.887 1.241 0.099
C -3.036 1.087 -0.628
C -3.981 1.961 -0.183
N -3.399 2.664 0.842
C -4.088 3.652 1.661
C -0.252 1.574 3.106
N 0.456 0.560 2.674
C 0.804 -0.189 3.769
C 0.309 0.413 4.890
N -0.354 1.535 4.467
C -1.057 2.462 5.349
H 1.976 6.164 1.629
H 0.220 5.997 1.773
H 1.294 5.175 2.919
H 2.916 4.981 -0.222
H 2.460 2.531 -1.442
H -3.124 0.338 -1.397
H -5.007 2.122 -0.467
H -5.100 3.745 1.274
H -4.137 3.318 2.695
H -3.603 4.624 1.616
H 1.364 -1.108 3.681
H 0.352 0.145 5.932
H -0.940 2.097 6.366
H -0.640 3.463 5.279
H -2.117 2.494 5.110
O -3.863 -0.371 2.041
As -2.468 -1.453 2.197
O -3.179 -2.816 2.854
O -2.427 -2.000 0.160
C -2.618 -3.340 -0.002
C -3.891 -3.825 -0.256
C -4.101 -5.183 -0.432
C -3.046 -6.083 -0.343
C -1.768 -5.620 -0.070
C -1.546 -4.256 0.109
S 0.104 -3.707 0.388
O 0.936 -4.863 0.487
O 0.062 -2.883 1.625
O 0.398 -2.831 -0.754
H -4.641 -0.944 2.170
H -4.698 -3.106 -0.307
H -5.102 -5.548 -0.629
H -3.214 -7.143 -0.481
H -0.933 -6.303 0.010
S 4.164 0.040 0.165
C 2.568 -0.171 -0.139
```

As for the lowest unoccupied orbital energy (alpha / beta): 1.97 / 1.97 eV. For the energy above the lowest of the compared OMol25 structures with the same formula, charge and spin, the calculation gives 2.515 eV. Its total charge is -1. Its spin multiplicity is 2. As for the expectation value of S²: 0.756.